[1]
Molecular formula: C9H19N2S
Method: DFT, ωB97M-V/def2-TZVPD

```
31
Properties=species:S:1:pos:R:3:mulliken_charge:R:1
C -3.1731 -0.3868 0.4912 -0.556
C -2.4018 0.8400 0.8123 -0.673
C -2.2750 -1.5830 0.2812 -0.678
C 3.0311 1.1178 0.5157 -0.802
C -1.2256 1.0105 -0.1470 -0.662
C -1.0793 -1.3800 -0.6456 -0.216
C 3.3180 -0.4119 0.8021 -0.548
C 1.0125 0.1188 -0.4964 0.191
C 1.3350 0.3087 -1.9999 -1.309
N 1.6361 1.1905 0.2492 -0.301
N -0.3611 -0.1368 -0.1480 -0.157
S 1.9513 -1.4876 0.0734 -0.139
H -3.6793 -0.6107 1.4496 0.268
H -3.9373 -0.2918 -0.2400 0.380
H -3.1702 1.7040 0.7607 0.296
H -2.0486 0.7919 1.7870 0.359
H -1.9598 -1.9138 1.2334 0.365
H -2.9458 -2.4659 -0.2040 0.299
H 3.2732 1.6313 1.5067 0.323
H 3.8239 1.5795 -0.0824 0.330
H -1.5697 1.3692 -1.1636 0.357
H -0.5557 1.8975 0.1709 0.374
H -0.2520 -2.1091 -0.4014 0.195
H -1.4567 -1.1768 -1.6805 0.392
H 4.2621 -0.7129 0.3445 0.362
H 3.3318 -0.8462 1.7483 0.481
H 1.1408 -0.7111 -2.4453 0.323
H 2.3654 0.5115 -2.0534 0.479
H 0.7769 1.1201 -2.3864 0.349
H 1.0371 1.5145 0.9863 0.249
H -0.2042 -0.4812 0.8816 0.670
```

Values from the calculation:
**Total charge**: +1
**Gap between HOMO and LUMO**: 0.364 Eh
**SMILES**: C[C@]1([NH+]2CCCCC2)NCCS1
**Spin multiplicity**: 1
**LUMO**: -2.708 eV
**Energy above the lowest of the compared OMol25 structures with the same formula, charge and spin**: 1.325 eV


[2]
Molecular formula: C9H19N4O4
Method: DFT, ωB97M-V/def2-TZVPD

```
36
Properties=species:S:1:pos:R:3:mulliken_charge:R:1
C 2.0972 -0.7971 0.9656 -0.587
C 2.2070 0.8070 1.2802 0.499
O 2.9138 1.1662 2.3836 -0.507
O 1.6657 1.9061 0.4661 -0.268
C 0.3819 1.5123 -0.1826 0.394
O 0.4070 1.1737 -1.4742 -0.475
C -0.9600 1.5903 0.7738 -0.574
N -2.1763 0.8691 0.1776 0.090
C -1.9357 -0.5856 -0.1423 -0.396
C -3.3311 -1.4786 0.0807 -0.554
N -3.5657 -1.4264 1.5964 -0.353
C -3.9223 -0.0169 1.9939 -0.576
C -3.3770 1.1737 1.0297 -0.419
H 1.6661 -1.3125 1.9499 0.280
H 3.1597 -1.2512 0.6815 0.286
H 1.3678 -1.0902 0.0991 0.178
H -0.7535 1.1325 1.8499 0.450
H -1.2038 2.7541 0.8814 0.418
H -2.3407 1.3512 -0.7569 0.485
H -1.6903 -0.7002 -1.3031 0.243
H -1.0802 -1.1018 0.4665 0.178
H -3.2463 -2.5717 -0.3306 0.339
H -4.2535 -0.9870 -0.4924 0.296
H -2.6514 -1.7105 2.0416 0.291
H -3.6205 0.2398 3.1196 0.348
H -5.1146 0.0422 1.9702 0.274
H -3.0945 2.0911 1.7399 0.308
H -4.2317 1.6040 0.3184 0.338
C 4.3940 -0.9182 -2.9540 0.671
O 3.9421 -1.7924 -3.6767 -0.643
N 5.7040 -0.8188 -2.6647 -0.385
N 3.6224 0.0238 -2.3823 -0.290
H 6.0949 -0.1061 -2.0719 0.169
H 6.3198 -1.5085 -3.0750 0.227
H 2.6299 -0.0149 -2.5744 0.106
H 3.9761 0.7515 -1.7844 0.159
```

Values from the calculation:
**Total charge**: +1
**Gap between HOMO and LUMO**: 0.273 Eh
**Spin multiplicity**: 1
**LUMO**: -4.450 eV
**Energy above the lowest of the compared OMol25 structures with the same formula, charge and spin**: 0.671 eV


[3]
Molecular formula: C9H19NO13Tl2
Method: DFT, ωB97M-V/def2-TZVPD

```
44
Properties=species:S:1:pos:R:3:mulliken_charge:R:1
Tl -16.7001 -18.3732 -15.3159 0.970
Tl -13.9589 -20.1121 -19.1493 1.023
N -16.0141 -21.3454 -13.4711 1.014
O -15.2313 -20.3728 -13.3969 -0.205
O -15.6741 -22.4430 -13.1441 -0.290
O -17.1466 -21.1044 -13.8871 -0.323
O -14.6701 -20.0791 -16.3839 -0.328
H -14.9382 -20.9578 -16.0749 0.221
C -13.0562 -24.7764 -20.8452 -0.424
O -13.9847 -25.0191 -19.7935 -0.214
C -14.2859 -24.0998 -18.9005 0.733
O -14.0123 -22.9057 -18.9780 -0.408
O -15.0394 -24.6520 -17.9781 -0.218
C -15.3442 -23.9586 -16.7914 -0.370
H -12.1115 -24.4250 -20.4127 0.239
H -13.4849 -23.9511 -21.4308 0.319
H -12.9239 -25.6926 -21.4109 0.261
H -15.3818 -24.6917 -15.9874 0.378
H -16.3613 -23.5643 -16.8981 0.366
H -14.7237 -23.1041 -16.5333 -0.072
C -12.9642 -17.6108 -12.8058 -0.202
O -12.5398 -16.6527 -13.7500 -0.209
C -13.1018 -16.4762 -14.9221 0.756
O -13.7954 -17.2707 -15.5405 -0.382
O -12.7957 -15.2617 -15.3474 -0.173
C -13.8234 -14.4662 -15.9319 -0.610
H -12.9571 -18.6375 -13.2023 -0.097
H -13.9851 -17.4014 -12.4785 0.327
H -12.2609 -17.6504 -11.9779 0.322
H -14.7366 -14.5104 -15.3377 0.369
H -13.9346 -14.5901 -17.0141 0.315
H -13.4533 -13.4399 -15.8314 0.298
C -9.4048 -22.0893 -18.4521 -0.572
O -9.7681 -21.8390 -17.0910 -0.233
C -11.0021 -21.6599 -16.7210 0.718
O -11.9727 -21.4762 -17.4402 -0.390
O -11.0131 -21.6841 -15.3931 -0.235
C -12.1727 -21.5275 -14.6218 0.060
H -9.5203 -23.1571 -18.6650 0.325
H -8.3548 -21.8483 -18.6096 0.291
H -9.9223 -21.4891 -19.2026 0.294
H -12.3581 -20.4373 -14.6706 0.026
H -11.9966 -21.8721 -13.6060 0.374
H -13.0722 -21.9890 -15.0311 -0.046
```

Values from the calculation:
**Total charge**: +4
**Gap between HOMO and LUMO**: 0.070 Eh
**Spin multiplicity**: 1
**LUMO**: -19.643 eV


[4]
Molecular formula: C9H19O2PRb
Method: DFT, ωB97M-V/def2-TZVPD

```
32
Properties=species:S:1:pos:R:3:mulliken_charge:R:1
C 5.2433 -1.3256 0.8510 -0.668
C 4.9789 -0.8392 -0.3691 -0.395
C 4.0940 0.3463 -0.5924 0.718
O 4.3827 1.5136 -0.6222 -0.550
O 2.8275 -0.1009 -0.7956 -0.227
C 1.8019 0.8769 -0.6706 -0.687
C 0.6201 0.2667 0.0730 -0.163
C -0.6582 1.0632 -0.1880 -0.900
C -1.6871 0.7715 0.9341 -0.467
C -3.1505 0.8405 0.4364 -0.766
C -3.8609 -0.5112 0.3843 -1.358
P -3.1656 -1.7618 -0.8795 0.070
H 5.5933 -0.7281 1.6872 0.288
H 5.1962 -2.3958 1.0239 0.267
H 5.4414 -1.2556 -1.2602 0.352
H 1.4759 1.1807 -1.6676 0.242
H 2.1757 1.7460 -0.1273 0.365
H 0.5037 -0.7917 -0.1527 0.259
H 0.8330 0.3259 1.1491 0.266
H -0.3477 2.1055 -0.2231 0.379
H -1.0623 0.8148 -1.1669 0.347
H -1.4570 -0.2330 1.2840 0.495
H -1.5402 1.4474 1.7690 0.344
H -3.2031 1.3371 -0.5360 0.377
H -3.7095 1.4777 1.1281 0.356
H -3.9055 -0.9711 1.3768 0.468
H -4.8964 -0.3299 0.0793 0.489
H -3.6945 -0.9624 -1.9400 0.037
H -3.9371 -2.8018 -0.3027 0.059
H -1.8395 -1.6018 -0.3828 -0.014
H -2.6496 -2.6962 -1.8695 0.061
Rb -0.4030 3.1924 1.5701 0.955
```

Values from the calculation:
**Total charge**: +1
**Gap between HOMO and LUMO**: 0.259 Eh
**Spin multiplicity**: 1
**LUMO**: -3.813 eV
**Energy above the lowest of the compared OMol25 structures with the same formula, charge and spin**: 0.000 eV


[5]
Molecular formula: C9H20BrN4O7
Method: DFT, ωB97M-V/def2-TZVPD

```
41
Properties=species:S:1:pos:R:3:mulliken_charge:R:1
C 2.1677 -1.8623 1.5341 -0.588
O 1.8255 -0.5481 2.0428 -0.356
C 2.2470 0.4723 1.1111 -0.538
C 1.2794 0.6386 -0.1691 0.019
C 0.5320 2.0596 -0.2392 0.102
C -0.6874 2.1829 0.8388 -1.255
N -1.1038 0.8576 1.3836 0.436
N -1.5572 1.1104 2.7066 -0.889
C -2.2719 0.2472 0.6917 -0.108
Br -2.5220 0.7331 -1.2118 -0.174
C -2.0029 -1.3666 0.7029 0.377
O -1.4467 -1.8842 -0.3403 -0.667
O -2.3735 -2.1913 1.7307 -0.790
H 1.5640 -2.6284 2.1496 0.194
H 3.2822 -2.1024 1.6913 0.291
H 1.9061 -1.9749 0.4192 0.279
H 2.3479 1.4881 1.6416 0.356
H 3.2696 0.1278 0.6935 0.231
H 1.9349 0.5405 -1.1173 0.319
H 0.5793 -0.2619 -0.1837 -0.054
H 1.3278 2.8661 -0.0191 0.421
H 0.1554 2.3012 -1.2969 -0.185
H -1.5378 2.8553 0.4677 0.221
H -0.2170 2.7587 1.7258 0.420
H -2.2219 1.9127 2.7098 0.272
H -0.7547 1.3449 3.3152 0.281
H -3.2111 0.3957 1.3340 0.438
C -1.2890 -5.3266 -0.0068 -0.603
N -0.1131 -5.8264 0.7537 0.841
O 0.0114 -7.0396 0.8656 -0.583
O 0.6441 -4.9906 1.2119 -0.496
H -1.8694 -6.1805 -0.3529 0.304
H -1.8795 -4.7045 0.6682 0.248
H -0.9143 -4.7473 -0.8494 0.257
C 0.1674 4.2157 -4.3933 -0.788
N 0.7283 3.9693 -3.0397 0.827
O 0.4233 4.7527 -2.1552 -0.492
O 1.4541 2.9983 -2.9141 -0.461
H -0.4562 5.1071 -4.3575 0.302
H 1.0050 4.3575 -5.0750 0.280
H -0.4231 3.3423 -4.6679 0.309
```

Values from the calculation:
**Total charge**: -1
**Gap between HOMO and LUMO**: 0.233 Eh
**Spin multiplicity**: 1
**LUMO**: 2.057 eV
**Energy above the lowest of the compared OMol25 structures with the same formula, charge and spin**: 2.069 eV


[6]
Molecular formula: C9H20Cl2Si
Method: DFT, ωB97M-V/def2-TZVPD

```
32
Properties=species:S:1:pos:R:3:mulliken_charge:R:1
Cl -3.8010 -0.5298 -0.9663 -0.287
Cl -2.5866 2.0745 -2.7971 -0.288
C -1.0525 1.1657 0.3515 -1.523
C 1.7686 1.2566 2.1264 -1.766
C 2.9028 -0.9342 1.7569 -1.591
C 0.4294 -0.8121 2.4766 -1.885
C 1.0927 -0.0987 0.0781 -1.777
C -0.4044 -0.0544 -0.2805 1.181
C 1.5191 -0.1959 1.6142 2.188
C -2.5987 -0.8199 -4.0835 -1.017
C -0.6204 -0.0786 -1.7747 -1.383
Si -2.3879 0.0468 -2.4575 0.669
H -0.6401 2.1486 -0.0129 0.222
H -1.0336 1.1002 1.4089 0.485
H -2.1339 1.1670 -0.0002 0.263
H 2.4738 1.8308 1.6045 0.470
H 2.0198 1.2853 3.2125 0.419
H 0.8745 1.8487 2.0041 0.353
H 3.7619 -0.3059 1.3741 0.339
H 3.0770 -1.0875 2.8788 0.363
H 2.9954 -1.9428 1.2708 0.365
H 0.6058 -0.6047 3.5446 0.454
H 0.3361 -1.9118 2.4215 0.330
H -0.5539 -0.3917 2.3584 0.380
H 1.5977 0.7702 -0.3009 0.423
H 1.4883 -0.9412 -0.4576 0.321
H -0.8985 -0.9402 0.1568 0.399
H -3.2655 -0.2140 -4.7087 0.315
H -1.6145 -0.8413 -4.5200 0.324
H -3.0229 -1.8135 -3.9762 0.284
H -0.1174 0.7915 -2.1373 0.412
H -0.2111 -0.9678 -2.1651 0.558
```

Values from the calculation:
**Gap between HOMO and LUMO**: 0.395 Eh
**SMILES**: C[C@H](CC(C)(C)C)C[Si](C)(Cl)Cl
**Spin multiplicity**: 1
**LUMO**: 0.615 eV
**Energy above the lowest of the compared OMol25 structures with the same formula, charge and spin**: 0.014 eV